[1]
This record from OMol25 describes 8 unconnected molecules or ions with the total composition C16H52N3O11 in a non-equilibrium geometry. The level of theory is ωB97M-V/def2-TZVPD.

```
82
C16H52N3O11 ωB97M-V/def2-TZVPD
N 0.4010 0.1486 0.6955
H -0.1348 -0.2001 -0.1000
H -0.1387 -0.1363 1.5134
H 0.3877 1.1639 0.6671
H 1.2792 -0.3554 0.6700
C -2.8053 1.9662 -0.1385
C -3.9344 1.1610 -0.8246
C -4.2839 1.6196 -2.2407
O -4.6927 2.9742 -2.1063
C -5.1305 3.3895 -3.4118
N -3.6110 -0.2780 -0.7804
H -1.9276 2.0513 -0.7804
H -2.4722 1.4859 0.7821
H -3.1976 2.9571 0.0872
H -4.8058 1.1729 -0.1677
H -5.0897 0.9939 -2.6332
H -3.5149 1.4679 -3.0016
H -4.2966 3.4653 -4.1110
H -5.5163 4.3906 -3.2198
H -5.9155 2.7773 -3.8572
H -3.6074 -0.6117 0.1740
H -4.3523 -0.7675 -1.2646
C 2.9317 0.8957 -1.6070
C 3.0048 1.8282 -0.4058
C 4.1226 2.8796 -0.5515
O 3.8201 3.6699 -1.7001
C 4.9546 4.4353 -2.1367
N 1.7535 2.5572 -0.2583
H 3.9090 0.4107 -1.6302
H 2.8325 1.3824 -2.5775
H 2.1400 0.1468 -1.5851
H 3.1866 1.2197 0.4817
H 5.1290 2.4572 -0.5844
H 4.1232 3.5103 0.3408
H 5.7036 3.7605 -2.5528
H 5.3388 5.0141 -1.2968
H 4.5186 5.0173 -2.9476
H 1.9188 3.2200 0.4898
H 1.8754 3.1986 -1.0347
O -0.0668 2.8925 1.9725
H 0.2529 2.4895 2.7870
H 0.0217 3.8363 2.1173
C -0.6690 -1.4832 -2.5563
C -1.9076 -1.8242 -3.4296
O -2.8558 -2.7186 -2.8365
O -1.0854 -1.0338 -1.2480
H -0.0181 -0.7346 -3.0115
H 0.0206 -2.3135 -2.3995
H -1.5983 -2.1829 -4.4118
H -2.4697 -0.9008 -3.5714
H -2.5477 -3.6231 -2.9380
H -2.0195 -0.7619 -1.2231
C 0.6332 -4.1250 -0.5234
C -0.7197 -3.9092 0.1692
O -1.1958 -5.0216 0.8826
O 0.4935 -4.8887 -1.7263
H 1.2373 -4.8053 0.0806
H 1.1607 -3.1958 -0.7341
H -1.4812 -3.6146 -0.5559
H -0.6103 -2.9703 0.7135
H -1.1505 -5.7997 0.3216
H 0.2693 -5.7795 -1.4466
C 2.9657 -1.4085 2.4137
C 2.6923 -2.6881 3.1986
O 1.2866 -2.8549 3.2697
O 2.8968 -1.4813 0.9973
H 3.9774 -1.0396 2.5929
H 2.3166 -0.6358 2.8277
H 3.0338 -2.5219 4.2215
H 3.0899 -3.6132 2.7803
H 1.0506 -3.7509 3.5241
H 3.6839 -1.9874 0.7787
C -0.1839 0.1378 4.6294
C -1.3217 -0.4454 3.7515
O -0.8262 -1.2759 2.7041
O 0.5133 1.1404 3.9259
H 0.5661 -0.6397 4.7885
H -0.4960 0.4711 5.6197
H -2.0366 0.2691 3.3424
H -1.9958 -1.0769 4.3334
H -0.1346 -1.8549 3.0525
H 1.3247 1.2845 4.4204
```

For the LUMO energy, the calculation gives -2.1 eV. The max |F| is 0.0412 hartree/bohr. The HOMO energy is -11.75 eV. Its charge is +1. The gap between HOMO and LUMO comes out at 9.6 eV.

[2]
This record from OMol25 describes 10 unconnected molecules or ions with the total composition C46H113N7O10 in a non-equilibrium geometry. The level of theory is ωB97M-V/def2-TZVPD.

```
176
C46H113N7O10 ωB97M-V/def2-TZVPD
C 0.3598 -0.6082 4.3094
C 1.8145 -0.3144 3.9371
C 2.8263 -1.3913 4.3184
C 1.8217 -0.0231 2.4400
C 3.1384 0.5095 1.9974
C 3.4754 1.8740 2.6572
C 3.3044 1.8588 4.1942
C 4.7065 1.3670 4.7464
C 3.0835 3.2992 4.7291
N 2.1319 0.9856 4.6020
O 2.1366 0.8266 5.9778
H 0.0560 -1.4970 3.7685
H 0.1473 -0.8575 5.3385
H -0.2309 0.2639 4.1340
H 2.4689 -2.0104 5.1367
H 3.0426 -2.1137 3.5404
H 3.7935 -1.0038 4.6497
H 1.5944 -1.0119 1.9092
H 0.9632 0.6684 2.2300
H 3.9517 -0.1321 2.3461
H 3.2178 0.5595 0.9401
H 2.8404 2.6200 2.1976
H 4.4649 2.2142 2.3865
H 5.0893 0.5166 4.2086
H 4.8803 1.4005 5.8217
H 5.4035 2.1287 4.4368
H 2.2208 3.6675 4.2058
H 3.8615 4.0349 4.4540
H 2.8233 3.3252 5.8004
H 2.8585 0.2606 6.3264
C 1.3631 4.2554 -1.8513
C 2.5664 5.1706 -1.8795
C 2.3307 6.2739 -2.8865
C 2.7319 5.9087 -0.5647
C 3.3666 5.0009 0.5450
C 4.7635 4.6534 0.0293
C 4.6460 3.7763 -1.2414
C 6.0221 3.5674 -1.9128
C 4.0343 2.4747 -0.7630
N 3.8474 4.4906 -2.2662
O 3.6762 3.7535 -3.4486
H 1.2098 3.7922 -2.8417
H 1.3264 3.5345 -1.1044
H 0.4597 4.8536 -1.8301
H 2.1044 5.9160 -3.9012
H 1.5680 6.9111 -2.5717
H 3.1767 6.8608 -3.0477
H 3.1545 6.8534 -0.6776
H 1.7102 6.2205 -0.1806
H 3.4800 5.6413 1.3839
H 2.7616 4.1802 0.7402
H 5.4145 4.0988 0.7304
H 5.2274 5.5807 -0.0616
H 6.7646 3.1854 -1.2293
H 6.4255 4.5192 -2.2901
H 5.9403 2.9851 -2.7748
H 3.0242 2.5280 -0.3418
H 4.6951 2.0255 -0.0699
H 3.8976 1.8225 -1.6232
H 3.2000 2.9243 -3.3404
C 1.7191 -3.3719 -0.1471
C 1.1086 -4.5575 -0.9230
C 2.2183 -5.6593 -0.9693
C -0.1339 -5.0051 -0.1853
C -0.9537 -5.9324 -1.0230
C -1.2707 -5.3181 -2.4472
C 0.0016 -4.8337 -3.1952
C 0.8085 -5.9810 -3.6682
C -0.3264 -3.8861 -4.3719
N 0.7557 -4.0178 -2.2169
O 2.0018 -3.6676 -2.8401
H 1.2286 -2.3815 -0.2722
H 1.7270 -3.6024 0.9128
H 2.7840 -3.1912 -0.4313
H 1.7541 -6.6742 -1.1667
H 2.9659 -5.4406 -1.7690
H 2.6844 -5.6828 0.0428
H 0.1206 -5.3897 0.7850
H -0.7997 -4.0976 -0.0303
H -0.3507 -6.8682 -1.1681
H -1.8532 -6.1747 -0.5322
H -1.9386 -4.4498 -2.3113
H -1.7747 -6.0644 -3.0654
H 1.8463 -5.6471 -3.7139
H 0.4344 -6.3215 -4.5877
H 0.6584 -6.7779 -3.0077
H -1.0025 -4.3634 -5.1445
H 0.5578 -3.5167 -4.8693
H -0.9044 -2.9678 -4.1113
H 1.8974 -2.7533 -3.1534
C -7.1382 -1.1959 -5.6825
O -6.6542 -2.2100 -4.8718
C -5.9198 -1.9782 -3.6890
C -4.4260 -2.3015 -3.8467
C -4.3198 -3.8454 -3.9165
N -3.7274 -1.7795 -2.6930
H -7.6615 -0.3843 -5.1017
H -7.8426 -1.5522 -6.4344
H -6.3843 -0.8118 -6.3810
H -6.0783 -0.9332 -3.3956
H -6.3398 -2.6060 -2.8591
H -3.9914 -1.8496 -4.8177
H -4.7106 -4.1605 -4.8471
H -4.9028 -4.2832 -3.1042
H -3.2698 -4.1377 -3.8349
H -3.8632 -0.7722 -2.6264
H -2.7264 -1.9714 -2.8915
C 3.4238 0.4197 -4.2120
O 2.5254 1.2454 -3.4221
C 1.4704 0.5247 -2.8083
C 0.4329 -0.0279 -3.7292
C -0.3386 0.9922 -4.5360
N -0.4552 -0.8265 -2.8803
H 4.2831 1.0977 -4.3941
H 2.9402 0.0257 -5.1455
H 3.8017 -0.4352 -3.6334
H 1.8835 -0.2700 -2.2193
H 0.9451 1.2338 -2.1445
H 0.8297 -0.7782 -4.4223
H -0.8221 1.6940 -3.8541
H -1.1421 0.4960 -5.1193
H 0.2915 1.5963 -5.1699
H -0.9116 -0.3065 -2.1423
H 0.1179 -1.5008 -2.3928
C -0.6944 2.7362 6.2250
O -1.4490 2.2393 5.1574
C -2.5228 1.4027 5.5391
C -3.3512 1.0540 4.3403
C -3.9466 2.2693 3.6145
N -4.4947 0.1746 4.7276
H -0.2280 3.7537 5.9555
H 0.1185 2.0209 6.3893
H -1.2451 2.8425 7.1249
H -2.2408 0.5355 6.1448
H -3.1793 1.9850 6.2167
H -2.7545 0.5265 3.6211
H -4.5587 1.7959 2.8583
H -3.0727 2.7163 3.1991
H -4.4987 2.9369 4.2149
H -4.1048 -0.7349 5.0156
H -4.9129 0.5542 5.5424
C -0.2169 3.2605 1.1151
O -0.6934 2.1193 0.3906
C -2.1151 2.0809 0.3471
C -2.5776 1.6724 -1.0194
C -2.5976 2.8440 -1.9375
N -3.8407 0.9707 -1.0701
H -0.4890 4.1457 0.5347
H 0.8705 3.1213 1.2007
H -0.5946 3.3666 2.1259
H -2.4882 1.4411 1.2030
H -2.5408 3.0651 0.6386
H -1.8702 0.9999 -1.3768
H -1.7795 3.5110 -1.6160
H -3.5302 3.3881 -1.9205
H -2.3657 2.5430 -2.9683
H -3.9766 0.1438 -0.5218
H -4.5960 1.6112 -0.9104
C -3.0301 -3.6820 4.9693
O -2.6024 -2.3172 4.9442
H -2.8123 -4.2415 4.0681
H -2.7228 -4.1291 5.9300
H -4.1235 -3.6718 4.9752
H -1.6926 -2.3229 4.8505
C -4.4586 -3.3623 0.5893
O -3.6784 -3.5985 -0.5774
H -5.1367 -4.2101 0.7465
H -3.7873 -3.4383 1.4680
H -5.1539 -2.4756 0.6125
H -3.6822 -2.7727 -1.1425
C -1.4218 -1.5778 0.9339
O -0.3681 -0.9310 0.1161
H -2.0423 -2.2269 0.2958
H -0.9048 -2.2709 1.5991
H -2.0318 -0.8617 1.4431
H -0.2312 0.0089 0.4073
```

For the LUMO energy, the calculation gives 0.5 eV. The value obtained for the energy relative to the best compared isomer or geometry (same formula, charge and spin) is 1.055 eV. Its SMILES is CC1(C)CCCC(C)(C)N1O.CC1(C)CCCC(C)(C)N1O.CC1(C)CCCC(C)(C)N1O.COC[C@H](C)N.COC[C@H](C)N.COC[C@H](C)N.COC[C@H](C)N.CO.CO.CO. The max |F| is 0.0736 hartree/bohr. The HOMO energy is -8.09 eV. Its charge is 0. The gap between HOMO and LUMO comes out at 8.6 eV.

[3]
This record from OMol25 describes 2 unconnected molecules or ions with the total composition F2HNS in a non-equilibrium geometry. The level of theory is ωB97M-V/def2-TZVPD.

```
5
F2HNS ωB97M-V/def2-TZVPD
N -0.4786 -0.9166 0.1029
F 1.9190 -0.2874 -0.7839
F -1.0662 1.7027 0.5199
S -1.3376 0.0149 0.7579
H 0.9635 -0.5137 -0.5968
```

For the LUMO energy, the calculation gives -2.1 eV. The value obtained for the energy relative to the best compared isomer or geometry (same formula, charge and spin) is 0.232 eV. The max |F| is 0.0505 hartree/bohr. The HOMO energy is -12.54 eV. Its charge is 0. The gap between HOMO and LUMO comes out at 10.4 eV.

[4]
This record from OMol25 describes 3 unconnected molecules or ions with the total composition C3H11NO3 in a non-equilibrium geometry. The level of theory is ωB97M-V/def2-TZVPD.

```
18
C3H11NO3 ωB97M-V/def2-TZVPD
O -3.1116 1.5212 0.9338
C -2.4144 0.4391 0.9626
C -0.9120 0.4644 0.8382
C -0.2506 -0.7295 1.5004
N -0.3962 0.6247 -0.5668
H -2.8887 -0.5665 0.9914
H -0.6832 1.4137 1.3294
H 0.8149 -0.5187 1.6420
H -0.2724 -1.6455 0.9063
H -0.5863 -0.8060 2.5311
H -1.1436 0.6068 -1.2533
H -0.1458 1.6037 -0.7022
H 2.4959 1.0331 -1.7104
H 3.0662 0.0718 -0.7613
O 2.9671 1.0267 -0.8688
H 1.0846 -1.8961 -2.6063
H 0.8416 -1.0722 -1.3447
O 1.5345 -1.5706 -1.8213
```

For the LUMO energy (alpha / beta), the calculation gives 3.5 / 3.4 eV. The value obtained for the energy relative to the best compared isomer or geometry (same formula, charge and spin) is 0.484 eV. The max |F| is 0.0296 hartree/bohr. The HOMO energy (alpha / beta) is 0.04 / -3.40 eV. The expectation value of S² is 0.75. As for the spin multiplicity: 2. Its charge is -1. The gap between HOMO and LUMO (alpha / beta) comes out at 3.4 / 6.8 eV.

[5]
This record from OMol25 describes a molecular structure, C42H36Cl5N7O3PSSe2Sn in a non-equilibrium geometry. The level of theory is ωB97M-V/def2-TZVPD.

```
98
C42H36Cl5N7O3PSSe2Sn ωB97M-V/def2-TZVPD
Sn 0.3536 0.1455 0.1453
Cl -1.2584 -0.8407 -2.4565
C -0.2867 -2.1835 -2.0616
C 0.5938 -2.0362 -1.0011
C 1.4128 -3.1282 -0.7523
Cl 2.6016 -3.0296 0.4901
C 1.3291 -4.3185 -1.4731
Cl 2.3453 -5.6539 -1.0906
C 0.4029 -4.4327 -2.5075
Cl 0.2764 -5.8894 -3.4004
C -0.4127 -3.3453 -2.8117
Cl -1.5683 -3.4595 -4.0797
Se 4.3131 -0.6307 1.9113
Se 2.4933 0.5651 3.0332
C 1.4298 -1.0414 3.1680
C 1.5487 -1.8112 4.3153
C 0.8240 -2.9893 4.3868
C 0.0227 -3.3446 3.3114
C -0.0249 -2.5052 2.2127
N 0.6638 -1.3718 2.1442
C 4.2600 -0.2552 0.0444
C 5.4875 -0.3855 -0.6071
C 5.5399 -0.1159 -1.9573
C 4.3693 0.2522 -2.6102
C 3.1926 0.3203 -1.8799
N 3.1389 0.0847 -0.5674
H 2.2039 -1.5001 5.1161
H 0.8860 -3.6226 5.2589
H -0.5526 -4.2571 3.3207
H -0.6060 -2.7574 1.3349
H 6.3639 -0.6797 -0.0449
H 6.4792 -0.1739 -2.4872
H 4.3750 0.5087 -3.6556
H 1.5260 1.4569 -1.8762
O -2.4555 1.4357 -1.0716
N -1.4589 2.3507 -0.7098
C -1.6565 2.9266 0.4051
C -2.7981 2.7168 1.2853
C -3.4664 3.8342 1.7869
C -4.6396 3.6875 2.5000
C -5.1433 2.4201 2.7488
C -4.4512 1.3045 2.3175
C -3.2814 1.4372 1.5754
P -2.3731 -0.0895 1.1296
C -3.5579 -1.0448 0.1349
C -3.3162 -2.4062 -0.0333
C -4.1819 -3.1856 -0.7764
C -5.2812 -2.6024 -1.3870
C -5.5080 -1.2434 -1.2478
C -4.6509 -0.4623 -0.4924
C -2.5310 -0.8843 2.7839
C -1.7166 -0.3710 3.7907
C -1.7678 -0.8880 5.0719
C -2.6581 -1.9075 5.3709
C -3.4911 -2.4060 4.3830
C -3.4208 -1.9075 3.0926
H -2.3384 1.3094 -2.0224
H -0.9481 3.7050 0.6365
H -3.0786 4.8212 1.5819
H -5.1679 4.5552 2.8630
H -6.0707 2.2981 3.2872
H -4.8284 0.3171 2.5435
H -2.4624 -2.8642 0.4482
H -4.0043 -4.2453 -0.8838
H -5.9569 -3.2020 -1.9758
H -6.3592 -0.7837 -1.7259
H -4.8299 0.5966 -0.3787
H -1.0538 0.4517 3.5710
H -1.1270 -0.4869 5.8448
H -2.7104 -2.3080 6.3727
H -4.1986 -3.1862 4.6236
H -4.0804 -2.2979 2.3326
C 5.5348 3.9708 -3.3371
C 4.1295 4.5749 -3.3092
C 3.3996 4.2350 -2.0642
N 2.6234 3.2286 -1.9525
N 2.0371 3.0755 -0.7559
C 2.3561 4.0179 0.0869
N 1.8254 4.1360 1.3007
S 3.5089 5.1747 -0.5738
H 6.0017 4.1858 -4.2947
H 5.4877 2.8924 -3.2024
H 6.1558 4.3962 -2.5533
H 3.5503 4.1811 -4.1463
H 4.1979 5.6582 -3.4094
H 1.1328 3.4549 1.5805
H 2.1794 4.7957 1.9669
C 0.9960 -0.9654 -5.5797
C 2.0338 -0.4363 -4.5929
C 1.4332 0.4810 -3.6012
N 1.9657 0.7298 -2.4542
H 1.4732 -1.5812 -6.3360
H 0.4915 -0.1363 -6.0670
H 0.2556 -1.5666 -5.0646
H 2.7469 0.1752 -5.1604
H 2.5848 -1.2631 -4.1200
O 0.1498 1.8091 1.9972
O 1.0459 1.8068 2.9927
```

For the LUMO energy (alpha / beta), the calculation gives -5.2 / -5.2 eV. The value obtained for the energy relative to the best compared isomer or geometry (same formula, charge and spin) is 1.281 eV. The max |F| is 0.0383 hartree/bohr. The HOMO energy (alpha / beta) is -9.33 / -9.33 eV. Its charge is +1. The gap between HOMO and LUMO (alpha / beta) comes out at 4.1 / 4.1 eV.

[6]
This record from OMol25 describes a molecular structure, C4H10O2 in a non-equilibrium geometry. The level of theory is ωB97M-V/def2-TZVPD.

```
16
C4H10O2 ωB97M-V/def2-TZVPD
C -0.1727 0.4246 -1.7697
C -0.9383 0.3415 -0.4148
C -0.0154 0.1256 0.8941
C 0.8342 -1.1157 0.9744
H 0.4285 -0.5256 -1.8033
H 0.4427 1.2543 -1.9026
H -0.7310 0.4174 -2.7274
H -2.0892 -0.1392 -0.4336
H -1.3524 1.5269 -0.5405
H 0.8651 0.8775 0.7130
H -1.9599 0.2445 1.5695
H 0.2979 -2.1650 0.6169
H 1.1067 -0.9684 1.9238
H 2.3080 0.0585 0.8708
O -0.7957 0.4282 1.9902
O 1.7716 -0.7851 0.0394
```

For the LUMO energy, the calculation gives 0.3 eV. The value obtained for the energy relative to the best compared isomer or geometry (same formula, charge and spin) is 6.697 eV. The max |F| is 0.1411 hartree/bohr. The HOMO energy is -9.61 eV. Its charge is 0. The gap between HOMO and LUMO comes out at 9.9 eV.

[7]
This record from OMol25 describes a molecular structure, C25H36BN6PmS2Sb2 in a non-equilibrium geometry. The level of theory is ωB97M-V/def2-TZVPD.

```
73
C25H36BN6PmS2Sb2 ωB97M-V/def2-TZVPD
Pm 8.2063 8.6530 15.6085
C 10.0412 11.8476 12.7672
C 9.0818 11.4674 13.7114
N 9.4156 10.3583 14.3631
N 10.6441 9.9304 13.7969
C 11.0254 10.7947 12.8757
B 11.4583 8.7000 14.3919
N 11.4498 8.9176 15.9359
C 12.4332 9.4501 16.7018
C 11.9451 9.5262 18.0407
C 10.6434 9.0230 17.9690
N 10.3197 8.7502 16.7295
N 10.7870 7.3740 14.0577
C 11.3170 6.2610 13.4918
C 10.3761 5.2481 13.4616
C 9.2399 5.7730 14.0442
N 9.4558 7.0482 14.4305
H 9.9023 12.7340 12.0963
H 8.2590 12.0817 14.0383
H 11.9089 10.6131 12.2872
H 12.6365 8.7846 14.0801
H 13.3623 9.8031 16.3003
H 12.4466 9.9867 18.8773
H 9.8752 8.8197 18.6820
H 12.2708 6.3398 13.0045
H 10.4837 4.2786 13.0304
H 8.4040 5.2159 14.3013
C 6.4982 13.3275 17.1109
Sb 5.9733 11.3381 16.3587
C 4.7805 10.4750 17.9439
C 4.2199 11.8003 14.8945
C 4.6610 12.4592 13.6703
C 4.7502 13.8819 13.6398
C 5.0380 14.6257 12.4953
C 5.2668 13.9699 11.3116
C 5.2527 12.6024 11.2964
C 4.9100 11.7886 12.3897
C 4.7856 10.3038 12.1680
Sb 6.8462 9.0517 12.0743
C 7.7759 9.8256 10.2845
C 6.2241 7.2433 11.0981
H 6.9688 13.1323 18.0960
H 5.5308 13.8568 17.1618
H 7.2323 13.7900 16.4509
H 3.8409 11.0855 18.1553
H 5.3892 10.4448 18.8734
H 4.5698 9.4563 17.6643
H 3.6509 12.4180 15.5720
H 3.8044 10.8074 14.8639
H 4.5197 14.3745 14.5772
H 5.1067 15.7328 12.5368
H 5.5043 14.5871 10.4576
H 5.3878 12.1037 10.3276
H 4.4312 10.0516 11.1910
H 4.1248 9.9487 12.9491
H 7.9058 9.1104 9.5033
H 8.8083 10.2114 10.4125
H 7.0750 10.5830 9.8636
H 5.2261 7.3619 10.5814
H 6.0316 6.4099 11.8239
H 7.0167 6.9724 10.3513
C 5.9531 5.2022 17.5220
C 6.1029 6.5731 16.8003
S 6.8097 7.7557 17.7916
C 5.6429 6.7065 15.4878
C 5.0452 5.5590 14.6612
S 5.5112 8.3041 14.7659
H 6.6275 5.1340 18.3514
H 6.3184 4.4581 16.7734
H 4.9110 4.9401 17.8016
H 5.7020 4.7430 14.4707
H 4.4600 5.9090 13.8054
H 4.3108 5.0526 15.3417
```

For the LUMO energy (alpha / beta), the calculation gives 0.4 / 0.4 eV. The max |F| is 0.0615 hartree/bohr. The HOMO energy (alpha / beta) is -6.16 / -6.15 eV. The expectation value of S² is 6.01. As for the spin multiplicity: 5. Its charge is 0. The gap between HOMO and LUMO (alpha / beta) comes out at 6.5 / 6.5 eV.